Below is a cluster of 15 separate species, C72H189N15O21 in total, with properties calculated with ωB97M-V with the def2-TZVPD basis set.

Properties
HOMO energy = -8.5 eV
energy relative to the best compared isomer or geometry (same formula, charge and spin) = 22.0 kcal/mol
F_max = 4.82 eV/Å

Each atom is followed by the atoms it is bonded to, with distances in Å.
Cartesian coordinates (Å):
1 O -0.0231 0.9640 3.5053  C64 1.408, C71 1.413
2 O 1.9838 -1.6512 7.6202  C45 1.411, C86 1.394
3 O -1.0860 2.0872 -6.7599  C103 1.424, C107 1.439
4 O -2.6614 -5.0046 -4.2000  C54 1.470, C83 1.469
5 O -2.4469 1.2970 -1.7586  C62 1.442, C82 1.376
6 O -5.4952 -0.7736 -3.6039  C47 1.457, C68 1.399
7 O 3.7769 2.9425 2.1139  C43 1.401, C61 1.417
8 O 8.6956 -1.7382 6.7350  C69 1.433, C75 1.404
9 O -1.7051 -2.2004 5.9678  C40 1.402, C60 1.459
10 O 3.0547 1.8662 -3.4444  C52 1.403, C58 1.464
11 O -3.1792 3.7760 2.7661  C42 1.431, C73 1.415
12 O 3.7703 5.1196 -2.2086  C72 1.398, C106 1.446
13 O -6.5979 6.6379 -3.2786  C89 1.423, C105 1.431
14 O 6.1616 -4.9313 -1.9730  C67 1.393, C80 1.430
15 O -0.9300 -1.5762 -4.3010  C66 1.401, C94 1.411
16 O 2.8738 -0.4184 1.4746  C100 1.427, C101 1.433
17 O 2.4773 -5.1948 0.8485  C56 1.380, C87 1.434
18 O -3.4761 4.6288 -1.6039  C65 1.397, C74 1.373
19 O -0.1917 -5.8904 7.0657  C48 1.420, C78 1.474
20 O -1.6313 -6.5403 2.5193  C46 1.381, C55 1.390
21 O -3.5133 -2.2643 1.7456  C98 1.413, C102 1.434
22 N -4.5701 -3.4446 -2.6202  C93 1.482, C108 1.503, H120 1.019
23 N 0.4480 -0.0162 0.1487  C57 1.495, C76 1.414, H208 1.017
24 N -0.5457 -0.6312 8.4130  C44 1.453, C104 1.429, H203 1.024
25 N 5.7611 -1.6650 4.3695  C79 1.462, H111 1.003, H151 0.999
26 N -0.2336 3.6684 2.4288  C49 1.461, C51 1.470, H192 1.043
27 N 2.1207 -0.5981 -6.0145  C81 1.470, H149 1.015, H190 0.981
28 N -6.0912 5.3170 -0.5343  C91 1.510, H124 1.011, H239 1.015
29 N 6.8770 1.1325 2.8409  C85 1.453, H131 1.059, H281 0.999
30 N 1.0957 -3.8172 -2.1348  C38 1.470, C95 1.389, H157 1.066
31 N -5.1391 4.5202 -4.7638  C97 1.460, H147 1.026, H260 0.993
32 N -5.9158 0.6041 1.9850  C53 1.490, H109 1.016, H167 0.970
33 N 4.0350 -2.7327 -3.8799  C99 1.401, H163 1.028, H255 1.009
34 N 2.7474 5.0238 -4.8435  C37 1.464, H235 1.039, H290 1.003
35 N -3.4952 4.8534 -7.4661  C92 1.472, H119 1.003, H199 1.010
36 N 0.6234 -5.7755 4.4914  C59 1.425, C70 1.443, H144 1.007
37 C 2.2747 5.9957 -3.8564  N34 1.464, C39 1.557, C72 1.551, H257 1.120
38 C 0.3425 -2.6670 -2.6549  N30 1.470, C66 1.537, H210 1.093, H217 1.109
39 C 0.8103 6.3187 -4.2760  C37 1.557, H133 1.055, H253 1.075, H289 1.134
40 C -2.8228 -1.7367 5.2605  O9 1.402, H126 1.078, H222 1.129, H256 1.116
41 C -7.5165 4.1281 -4.2728  C97 1.487, H220 1.069, H234 1.092, H288 1.084
42 C -4.5285 3.7078 3.2372  O11 1.431, H159 1.098, H184 1.085, H293 1.089
43 C 5.1432 2.6420 2.0348  O7 1.401, C85 1.545, H138 1.119, H214 1.108
44 C -1.8034 -1.3503 8.2974  N24 1.453, C60 1.495, H169 1.111, H276 1.121
45 C 2.6824 -1.1258 6.5120  O2 1.411, H129 1.081, H191 1.099, H264 1.111
46 C -2.1621 -7.5123 1.6940  O20 1.381, H215 1.111, H224 1.122, H254 1.124
47 C -6.6283 0.0631 -3.9755  O6 1.457, H171 1.047, H219 1.097, H272 1.142
48 C 0.9332 -5.0980 6.7137  O19 1.420, C70 1.494, H194 1.120, H294 1.133
49 C -1.1218 4.8163 2.2651  N26 1.461, C73 1.515, H121 1.108, H238 1.092
50 C -6.3126 -1.7243 1.1032  C53 1.511, H125 1.104, H136 1.085, H193 1.121
51 C -0.1442 3.3047 3.8499  N26 1.470, C64 1.549, H187 1.107, H280 1.065
52 C 2.3041 0.8792 -4.1000  O10 1.403, C81 1.520, H115 1.083, H158 1.115
53 C -5.5502 -0.8385 2.0610  N32 1.490, C50 1.511, C98 1.607, H165 1.060
54 C -3.3089 -5.5132 -2.9827  O4 1.470, C108 1.510, H118 1.136, H153 1.092
55 C -0.2748 -6.3859 2.2569  O20 1.390, C59 1.536, H198 1.103, H266 1.099
56 C 2.8801 -6.4034 1.3789  O17 1.380, H206 1.073, H261 1.092, H263 1.140
57 C -0.7453 0.8489 -0.1027  N23 1.495, C62 1.494, H251 1.083, H296 1.095
58 C 4.4579 1.5505 -3.1697  O10 1.464, H232 1.078, H245 1.070, H267 1.088
59 C 0.3969 -5.3365 3.1547  N36 1.425, C55 1.536, H218 1.075, H279 1.063
60 C -1.8862 -2.5265 7.3781  O9 1.459, C44 1.495, H154 1.110, H160 1.074
61 C 3.2170 3.7053 1.0586  O7 1.417, H132 1.091, H189 1.138, H195 1.078
62 C -1.0713 0.9127 -1.5590  O5 1.442, C57 1.494, H117 1.086, H291 1.094
63 C 6.1507 -3.0608 6.2527  C79 1.526, H114 1.102, H177 1.074, H243 1.100
64 C 0.6533 2.0127 4.1565  O1 1.408, C51 1.549, H166 1.121, H205 1.114
65 C -2.1261 4.9822 -1.6758  O18 1.397, H196 1.088, H240 1.077, H275 1.103
66 C -0.1324 -2.7130 -4.1162  O15 1.401, C38 1.537, H225 1.088, H237 1.093
67 C 6.6697 -5.1996 -0.7042  O14 1.393, H162 1.116, H179 1.069, H221 1.078
68 C -5.5166 -1.1401 -2.2534  O6 1.399, C93 1.533, H168 1.113, H252 1.107
69 C 8.0315 -1.5522 5.4792  O8 1.433, C79 1.534, H113 1.125, H282 1.136
70 C 0.6995 -4.6002 5.3247  N36 1.443, C48 1.494, H231 1.088, H246 1.080
71 C 0.3897 -0.2998 3.9831  O1 1.413, H146 1.086, H181 1.110, H262 1.096
72 C 2.4345 5.4835 -2.4011  O12 1.398, C37 1.551, H185 1.073, H277 1.107
73 C -2.4386 4.9591 3.0000  O11 1.415, C49 1.515, H116 1.115, H122 1.067
74 C -3.8539 4.2622 -0.3363  O18 1.373, C91 1.527, H134 1.078, H209 1.126
75 C 10.0364 -1.3216 6.7131  O8 1.404, H175 1.124, H233 1.093, H244 1.094
76 C 1.6194 0.7395 -0.0907  N23 1.414, C101 1.483, H110 1.135, H197 1.123
77 C 5.3823 2.2789 4.4709  C85 1.533, H213 1.077, H216 1.090, H258 1.076
78 C 0.2043 -6.6762 8.2487  O19 1.474, H141 1.119, H143 1.089, H148 1.106
79 C 6.5137 -1.7201 5.6212  N25 1.462, C63 1.526, C69 1.534, H274 1.118
80 C 5.3559 -3.7514 -2.0324  O14 1.430, C99 1.567, H270 1.099, H278 1.137
81 C 2.7645 0.6306 -5.5267  N27 1.470, C52 1.520, C84 1.566, H140 1.102
82 C -2.8585 1.3094 -3.0712  O5 1.376, H155 1.119, H178 1.116, H283 1.100
83 C -2.3061 -6.0967 -5.1166  O4 1.469, H135 1.115, H156 1.081, H201 1.040
84 C 2.5346 1.8820 -6.4392  C81 1.566, H139 1.058, H164 1.101, H180 1.090
85 C 5.5254 1.5964 3.1061  N29 1.453, C43 1.545, C77 1.533, H247 1.074
86 C 1.8278 -0.9376 8.8070  O2 1.394, C104 1.556, H150 1.175, H228 1.109
87 C 1.8630 -5.2987 -0.4433  O17 1.434, C95 1.538, H186 1.075, H285 1.074
88 C 6.2734 -3.5514 -4.4239  C99 1.588, H127 1.039, H170 1.090, H172 1.082
89 C -6.7419 8.0048 -2.9085  O13 1.423, H241 1.061, H250 1.087, H284 1.087
90 C -5.8633 2.9935 -1.3473  C91 1.537, H204 1.144, H211 1.069, H273 1.086
91 C -5.3603 4.0139 -0.3135  N28 1.510, C74 1.527, C90 1.537, H287 1.042
92 C -2.4208 3.8867 -7.7427  N35 1.472, C96 1.545, C107 1.592, H200 1.126
93 C -4.3549 -2.1112 -2.0108  N22 1.482, C68 1.533, H227 1.111, H259 1.137
94 C -1.7661 -1.6288 -5.4369  O15 1.411, H188 1.100, H223 1.132, H265 1.132
95 C 1.4174 -3.8666 -0.7842  N30 1.389, C87 1.538, H236 1.074, H249 1.114
96 C -1.0891 4.6393 -7.9631  C92 1.545, H248 1.077, H292 1.085, H297 1.055
97 C -6.5139 4.9526 -4.9978  N31 1.460, C41 1.487, C105 1.551, H176 1.082
98 C -3.9777 -0.9293 1.7409  O21 1.413, C53 1.607, H183 1.125, H226 1.111
99 C 4.9610 -3.7309 -3.5482  N33 1.401, C80 1.567, C88 1.588, H286 1.066
100 C 3.9379 -1.3274 1.7514  O16 1.427, H130 1.097, H269 1.086, H271 1.099
101 C 2.9152 0.0489 0.1204  O16 1.433, C76 1.483, H112 1.136, H229 1.085
102 C -2.2140 -2.2931 1.1390  O21 1.434, H152 1.056, H161 1.058, H182 1.109
103 C -1.1034 1.1269 -7.8108  O3 1.424, H128 1.112, H207 1.099, H295 1.076
104 C 0.3864 -1.2622 9.2936  N24 1.429, C86 1.556, H174 1.104, H202 1.156
105 C -6.7991 6.4440 -4.6823  O13 1.431, C97 1.551, H123 1.052, H145 1.102
106 C 4.6655 6.2354 -1.9949  O12 1.446, H212 1.093, H242 1.130, H268 1.152
107 C -2.3281 2.7933 -6.5895  O3 1.439, C92 1.592, H137 1.111, H142 1.067
108 C -3.5665 -4.3847 -2.0131  N22 1.503, C54 1.510, H173 1.110, H230 1.087
109 H -5.7464 0.9591 1.0488  N32 1.016
110 H 1.6435 1.6168 0.6298  C76 1.135
111 H 5.9172 -2.5385 3.9018  N25 1.003
112 H 3.1129 -0.8493 -0.5457  C101 1.136
113 H 8.4429 -2.2216 4.6740  C69 1.125
114 H 6.5129 -3.2972 7.2658  C63 1.102
115 H 1.2416 1.0839 -4.1527  C52 1.083
116 H -2.3177 5.1543 4.0914  C73 1.115
117 H -0.3552 1.5759 -2.0356  C62 1.086
118 H -4.3680 -5.8398 -3.2327  C54 1.136
119 H -4.3745 4.4646 -7.1793  N35 1.003
120 H -4.4545 -3.3353 -3.6269  N22 1.019
121 H -0.5587 5.7402 2.5048  C49 1.108
122 H -2.9661 5.8102 2.6309  C73 1.067
123 H -6.1438 6.9463 -5.3336  C105 1.052
124 H -5.8781 5.7262 -1.4341  N28 1.011
125 H -7.3983 -1.5466 1.1926  C50 1.104
126 H -3.3007 -0.9041 5.7506  C40 1.078
127 H 6.8636 -4.4027 -4.5104  C88 1.039
128 H -1.8983 0.3809 -7.5937  C103 1.112
129 H 3.7229 -0.9842 6.7692  C45 1.081
130 H 4.8397 -0.9924 1.2248  C100 1.097
131 H 6.9159 0.9198 1.8043  N29 1.059
132 H 2.9850 3.1275 0.1628  C61 1.091
133 H 0.1335 5.5403 -4.0542  C39 1.055
134 H -3.2426 3.4215 -0.0497  C74 1.078
135 H -1.6837 -6.8551 -4.5875  C83 1.115
136 H -6.2489 -2.8072 1.1407  C50 1.085
137 H -3.1638 2.0835 -6.7672  C107 1.111
138 H 5.8474 3.5113 2.0109  C43 1.119
139 H 1.5420 2.1962 -6.2526  C84 1.058
140 H 3.8490 0.4360 -5.5125  C81 1.102
141 H 1.1436 -7.2296 7.9959  C78 1.119
142 H -2.3523 3.1733 -5.5930  C107 1.067
143 H 0.3588 -6.1668 9.1988  C78 1.089
144 H -0.1928 -6.2791 4.7982  N36 1.007
145 H -7.7807 6.7714 -5.0618  C105 1.102
146 H 1.4358 -0.4799 3.7533  C71 1.086
147 H -4.8481 4.5698 -3.7811  N31 1.026
148 H -0.6215 -7.4059 8.3450  C78 1.106
149 H 1.1178 -0.4947 -5.8956  N27 1.015
150 H 1.7942 0.2122 8.5665  C86 1.175
151 H 6.0689 -0.9064 3.7962  N25 0.999
152 H -2.3155 -1.8673 0.1776  C102 1.056
153 H -2.7511 -6.3251 -2.5116  C54 1.092
154 H -2.8525 -3.0189 7.6156  C60 1.110
155 H -2.0559 1.2484 -3.8493  C82 1.119
156 H -1.6960 -5.6252 -5.8746  C83 1.081
157 H 0.6937 -4.7375 -2.4913  N30 1.066
158 H 2.4422 -0.1043 -3.5926  C52 1.115
159 H -4.8183 2.6923 2.9370  C42 1.098
160 H -1.0630 -3.1983 7.5317  C60 1.074
161 H -1.7879 -3.2583 1.0596  C102 1.058
162 H 7.4363 -4.4164 -0.4919  C67 1.116
163 H 4.4094 -1.7872 -4.0326  N33 1.028
164 H 3.1626 2.7528 -6.1966  C84 1.101
165 H -5.7043 -1.1712 3.0552  C53 1.060
166 H 1.6767 2.0681 3.7022  C64 1.121
167 H -6.8734 0.6947 2.1090  N32 0.970
168 H -5.4821 -0.3104 -1.5121  C68 1.113
169 H -2.7049 -0.7385 8.0783  C44 1.111
170 H 6.8441 -2.7646 -3.9302  C88 1.090
171 H -7.4514 -0.4809 -3.6256  C47 1.047
172 H 5.9817 -3.2564 -5.4228  C88 1.082
173 H -2.6139 -3.8592 -1.7920  C108 1.110
174 H 0.2646 -2.3583 9.3424  C104 1.104
175 H 10.1458 -0.2342 6.4492  C75 1.124
176 H -6.8004 4.6706 -6.0026  C97 1.082
177 H 5.0828 -3.1516 6.3148  C63 1.074
178 H -3.5740 0.4801 -3.2835  C82 1.116
179 H 7.1078 -6.1742 -0.6679  C67 1.069
180 H 2.6134 1.6487 -7.5008  C84 1.090
181 H -0.1055 -1.1066 3.4033  C71 1.110
182 H -1.4500 -1.7045 1.6867  C102 1.109
183 H -3.3984 -0.2903 2.4628  C98 1.125
184 H -5.0795 4.5027 2.7454  C42 1.085
185 H 1.8117 4.6260 -2.2306  C72 1.073
186 H 2.6327 -5.5556 -1.1485  C87 1.075
187 H 0.3985 4.1100 4.3823  C51 1.107
188 H -1.1381 -1.7363 -6.3336  C94 1.100
189 H 2.1647 4.0574 1.3105  C61 1.138
190 H 2.3980 -1.4113 -5.5404  N27 0.981
191 H 2.6042 -1.7826 5.6339  C45 1.099
192 H -0.7031 2.8274 2.0295  N26 1.043
193 H -6.1392 -1.4461 0.0315  C50 1.121
194 H 1.1125 -4.2743 7.4507  C48 1.120
195 H 3.8582 4.5393 0.8235  C61 1.078
196 H -1.7089 4.7760 -2.6592  C65 1.088
197 H 1.6115 1.1848 -1.1212  C76 1.123
198 H -0.1208 -6.0944 1.2044  C55 1.103
199 H -3.6752 5.4213 -8.2817  N35 1.010
200 H -2.6398 3.2165 -8.6212  C92 1.126
201 H -3.1660 -6.4901 -5.5498  C83 1.040
202 H 0.2811 -0.7203 10.3091  C104 1.156
203 H -0.1368 -0.5447 7.4782  N24 1.024
204 H -5.2590 2.0244 -1.2915  C90 1.144
205 H 0.6711 1.8064 5.2515  C64 1.114
206 H 3.3136 -6.2489 2.3486  C56 1.073
207 H -0.1537 0.5808 -7.7182  C103 1.099
208 H 0.4016 -0.3116 1.1208  N23 1.017
209 H -3.7058 5.0913 0.4109  C74 1.126
210 H 0.9976 -1.8079 -2.4889  C38 1.093
211 H -6.9208 2.8408 -1.3034  C90 1.069
212 H 4.3846 6.7105 -1.0520  C106 1.093
213 H 5.9433 3.1945 4.3932  C77 1.077
214 H 5.4316 2.2340 1.0458  C43 1.108
215 H -3.2328 -7.6864 1.9341  C46 1.111
216 H 5.7546 1.6461 5.2770  C77 1.090
217 H -0.5368 -2.4711 -2.0077  C38 1.109
218 H -0.2890 -4.5093 3.1202  C59 1.075
219 H -6.5702 1.1201 -3.6864  C47 1.097
220 H -8.4805 4.3024 -4.7009  C41 1.069
221 H 5.9111 -5.1552 0.0607  C67 1.078
222 H -2.5092 -1.4213 4.2227  C40 1.129
223 H -2.3222 -0.6476 -5.3373  C94 1.132
224 H -2.0812 -7.4470 0.5773  C46 1.122
225 H -0.7255 -3.6160 -4.2408  C66 1.088
226 H -3.8716 -0.5296 0.7095  C98 1.111
227 H -3.4300 -1.6341 -2.4001  C93 1.111
228 H 2.6722 -1.1354 9.4973  C86 1.109
229 H 3.7599 0.7239 0.0312  C101 1.085
230 H -3.9447 -4.7941 -1.0793  C108 1.087
231 H 1.4822 -3.9606 4.9227  C70 1.088
232 H 4.9458 1.3621 -4.1120  C58 1.078
233 H 10.4831 -1.4177 7.7056  C75 1.093
234 H -7.2493 3.0745 -4.3759  C41 1.092
235 H 3.6908 4.6467 -4.6262  N34 1.039
236 H 2.2009 -3.1614 -0.5811  C95 1.074
237 H 0.7455 -2.7380 -4.7662  C66 1.093
238 H -1.3634 4.7857 1.2010  C49 1.092
239 H -5.8454 5.9578 0.2129  N28 1.015
240 H -1.6227 4.3630 -0.9520  C65 1.077
241 H -7.7575 8.2463 -3.0997  C89 1.061
242 H 5.7121 5.8173 -1.9189  C106 1.130
243 H 6.4721 -3.8782 5.5897  C63 1.100
244 H 10.6287 -1.8251 5.9435  C75 1.094
245 H 4.5422 0.6789 -2.5554  C58 1.070
246 H -0.1567 -3.9417 5.2998  C70 1.080
247 H 4.8449 0.7791 2.9556  C85 1.074
248 H -0.8655 5.1855 -7.0621  C96 1.077
249 H 0.5885 -3.5084 -0.1316  C95 1.114
250 H -5.9859 8.5226 -3.4937  C89 1.087
251 H -0.5479 1.8426 0.2794  C57 1.083
252 H -6.4730 -1.6662 -2.0706  C68 1.107
253 H 0.8156 6.4930 -5.3370  C39 1.075
254 H -1.6022 -8.4570 1.9310  C46 1.124
255 H 3.2440 -2.6916 -3.2554  N33 1.009
256 H -3.6262 -2.4995 5.1234  C40 1.116
257 H 2.8008 6.9650 -4.0502  C37 1.120
258 H 4.4013 2.6478 4.7163  C77 1.076
259 H -4.2158 -2.2940 -0.8973  C93 1.137
260 H -4.4732 5.0489 -5.2770  N31 0.993
261 H 2.0713 -7.1354 1.4362  C56 1.092
262 H 0.2281 -0.5003 5.0489  C71 1.096
263 H 3.7018 -6.7899 0.6899  C56 1.140
264 H 2.2655 -0.1205 6.2870  C45 1.111
265 H -2.3894 -2.5683 -5.3406  C94 1.132
266 H 0.3454 -7.2921 2.2853  C55 1.099
267 H 4.9405 2.4265 -2.7417  C58 1.088
268 H 4.6515 6.8916 -2.9421  C106 1.152
269 H 4.0561 -1.4456 2.8242  C100 1.086
270 H 4.5741 -3.7744 -1.2605  C80 1.099
271 H 3.7062 -2.3412 1.3944  C100 1.099
272 H -6.6666 -0.0233 -5.1139  C47 1.142
273 H -5.6311 3.3930 -2.3296  C90 1.086
274 H 6.1113 -0.9055 6.2721  C79 1.118
275 H -1.8816 6.0476 -1.5270  C65 1.103
276 H -1.9789 -1.7573 9.3269  C44 1.121
277 H 2.1476 6.2605 -1.6670  C72 1.107
278 H 6.0721 -2.9195 -1.7361  C80 1.137
279 H 1.3210 -4.9707 2.7772  C59 1.063
280 H -1.1143 3.1454 4.2592  C51 1.065
281 H 7.6429 1.7158 3.1064  N29 0.999
282 H 8.2805 -0.5055 5.1162  C69 1.136
283 H -3.4412 2.2258 -3.2455  C82 1.100
284 H -6.5594 8.0121 -1.8374  C89 1.087
285 H 1.1060 -6.0596 -0.4127  C87 1.074
286 H 4.4825 -4.6413 -3.8270  C99 1.066
287 H -5.7235 3.6573 0.5961  C91 1.042
288 H -7.5245 4.3993 -3.2236  C41 1.084
289 H 0.4675 7.2579 -3.7399  C39 1.134
290 H 2.1144 4.2467 -4.8067  N34 1.003
291 H -0.9219 -0.0630 -2.0302  C62 1.094
292 H -0.2114 4.0347 -8.1641  C96 1.085
293 H -4.5017 3.7552 4.3247  C42 1.089
294 H 1.8367 -5.7806 6.7326  C48 1.133
295 H -1.1113 1.5238 -8.8105  C103 1.076
296 H -1.6301 0.5024 0.4405  C57 1.095
297 H -1.2033 5.4029 -8.6817  C96 1.055

Mulliken atomic charge list, values in e, 99 entries: O 0.59; O -0.09; O 0.41; O -0.05; O 0.68; O -0.41; O -0.17; O -0.33; O 0.19; O 0.27; O 0.16; O 0.02; O -0.11; O -0.40; O 0.59; O 1.14; O 0.01; O -0.21; O -0.35; O -0.26; O -0.41; N -0.46; N 1.52; N -0.27; N 0.12; N 0.74; N -0.57; N -0.60; N -0.51; N 0.09; N -0.02; N -0.42; N -0.18; N -0.51; N -0.57; N -0.24; C 0.12; C 1.67; C -1.32; C -0.66; C -1.39; C -0.62; C -1.08; C -1.11; C -0.37; C -0.71; C -0.74; C -0.72; C 0.02; C -1.62; C -1.04; C 0.49; C -0.06; C -1.10; C -0.97; C -1.16; C 0.62; C -0.99; C -0.18; C 0.21; C -0.36; C -0.15; C -1.44; C -0.19; C 0.16; C -0.41; C -0.63; C -1.09; C -0.60; C -0.10; C 0.79; C -0.05; C -1.18; C 0.41; C -0.74; C -0.13; C -1.68; C -0.79; C 0.28; C 0.21; C 0.19; C 0.95; C -0.94; C -1.61; C 2.45; C -0.74; C -1.47; C -1.72; C -1.00; C 0.57; C 0.20; C 0.61; C 1.31; C -0.27; C 2.14; C -1.70; C 0.53; C 0.48; C 0.17